{
  "formula": "C19H40O7",
  "method": "the ωB97M-V functional and the def2-TZVPD basis",
  "de_lowest_kj_mol": 11.1,
  "homo_energy_ev": -9.5,
  "energy_ev": -34683.6229,
  "smiles": "CC(C)=O.CC(C)=O.CC(C)=O.CC(C)=O.CC(C)=O.CC(C)=O.CO",
  "symbols": ["C", "C", "O", "C", "H", "H", "H", "H", "H", "H", "C", "C", "O", "C", "H", "H", "H", "H", "H", "H", "C", "C", "O", "C", "H", "H", "H", "H", "H", "H", "C", "C", "O", "C", "H", "H", "H", "H", "H", "H", "C", "C", "O", "C", "H", "H", "H", "H", "H", "H", "C", "C", "O", "C", "H", "H", "H", "H", "H", "H", "C", "O", "H", "H", "H", "H"],
  "positions_angstrom": [[0.014949, 4.331298, -1.746245], [-0.625448, 3.913396, -3.054284], [-0.876790, 4.717213, -3.915813], [-0.887955, 2.436539, -3.186813], [-0.403807, 3.789300, -0.900409], [-0.139830, 5.397046, -1.580276], [1.087870, 4.141685, -1.826454], [-1.472929, 2.195204, -4.070708], [-1.401382, 2.068480, -2.300833], [0.077248, 1.928010, -3.250293], [4.174685, 3.342318, -1.470559], [3.449317, 2.042773, -1.704310], [2.574949, 1.664808, -0.960575], [3.803637, 1.284004, -2.953682], [3.950120, 4.027668, -2.286835], [5.248935, 3.169669, -1.389704], [3.858723, 3.776322, -0.521617], [3.390485, 1.803298, -3.821059], [3.404848, 0.271250, -2.931981], [4.885714, 1.215581, -3.084645], [0.037061, -4.000522, 2.034468], [1.422694, -3.421485, 2.189352], [2.147348, -3.274043, 1.226937], [1.892291, -3.027477, 3.574283], [-0.683611, -3.182324, 1.913537], [-0.262226, -4.569553, 2.912447], [0.011083, -4.603716, 1.130280], [2.934508, -3.320118, 3.679728], [1.304025, -3.508237, 4.354357], [1.819996, -1.944243, 3.676157], [1.449846, 4.287926, 1.610881], [1.577364, 3.041281, 2.454151], [2.265448, 3.009653, 3.451449], [0.852511, 1.806453, 1.947713], [0.394729, 4.575633, 1.606530], [1.765673, 4.101044, 0.585841], [2.057840, 5.080659, 2.041196], [1.589931, 1.046799, 1.701133], [0.258017, 2.057509, 1.066032], [0.157649, 1.414831, 2.692470], [-2.761417, 0.878933, 1.257642], [-3.133112, -0.372672, 2.008424], [-2.692325, -1.458173, 1.724425], [-4.039864, -0.175285, 3.201210], [-2.004602, 0.663832, 0.505868], [-2.391216, 1.622539, 1.963314], [-3.626753, 1.284956, 0.728596], [-4.255023, -1.133868, 3.669355], [-4.989078, 0.274649, 2.904634], [-3.540394, 0.472119, 3.923625], [-2.325728, -3.973363, -1.427447], [-2.051139, -5.132808, -2.346502], [-1.208589, -5.091902, -3.208860], [-2.866937, -6.378918, -2.083739], [-1.745237, -4.082892, -0.505531], [-3.369488, -3.946971, -1.108111], [-2.072682, -3.003477, -1.849945], [-3.928484, -6.128666, -2.073237], [-2.596084, -6.800998, -1.113942], [-2.676399, -7.126465, -2.850287], [0.026838, -0.850651, -0.197930], [0.123628, 0.186210, -1.168288], [-0.192941, -0.440365, 0.793839], [-0.756417, -1.553538, -0.465728], [0.968448, -1.401572, -0.101226], [0.999482, 0.583419, -1.072003]],
  "forces_ev_per_a": [[-0.144, 0.378, -0.100], [-0.137, -0.205, 0.271], [-0.046, 0.141, -0.216], [-0.035, 0.098, -0.189], [0.175, -0.215, -0.014], [0.082, 0.007, -0.121], [-0.008, -0.110, 0.198], [0.043, 0.163, -0.086], [0.144, -0.136, 0.057], [-0.080, -0.139, 0.142], [-0.049, -0.145, 0.604], [0.114, 0.141, -0.469], [-0.233, -0.035, 0.393], [0.199, -0.351, -0.023], [0.205, 0.052, -0.082], [0.022, 0.054, -0.331], [-0.128, 0.020, -0.120], [0.042, 0.069, 0.003], [-0.147, 0.086, 0.086], [-0.041, 0.169, -0.024], [-0.012, 0.250, -0.034], [0.256, -0.073, -0.285], [-0.204, 0.007, 0.300], [-0.110, -0.209, -0.088], [0.053, -0.002, 0.060], [-0.020, -0.092, -0.044], [-0.026, -0.081, 0.026], [0.066, 0.113, -0.007], [-0.028, 0.113, 0.025], [0.005, 0.027, 0.048], [0.003, 0.040, 0.415], [0.464, -0.300, 0.061], [-0.311, 0.029, -0.228], [-0.392, 0.495, -0.100], [0.055, 0.115, -0.159], [-0.118, -0.146, -0.056], [-0.076, 0.041, 0.020], [-0.004, -0.077, -0.036], [0.184, -0.202, -0.101], [0.234, -0.010, 0.203], [0.106, -0.122, -0.421], [-0.077, 0.300, 0.346], [0.075, -0.302, -0.179], [-0.122, -0.346, 0.000], [0.051, 0.002, 0.074], [-0.076, 0.130, -0.048], [-0.100, 0.063, 0.226], [0.088, -0.011, -0.014], [0.107, 0.195, 0.002], [-0.115, 0.106, -0.010], [-0.268, 0.355, 0.448], [0.065, -0.091, 0.090], [-0.014, 0.062, -0.079], [0.036, -0.063, -0.216], [0.057, -0.109, -0.102], [0.003, -0.062, -0.069], [0.148, -0.146, -0.237], [-0.009, -0.058, 0.107], [-0.085, 0.086, 0.076], [0.049, 0.044, -0.025], [0.606, 0.062, 0.251], [-0.216, -0.234, 0.144], [-0.135, -0.088, -0.026], [-0.110, 0.121, -0.119], [-0.087, -0.053, -0.149], [0.028, 0.084, -0.067]]
}